1.
The following is a DFT calculation (ωB97M-V/def2-TZVPD) of a structure of composition C22H31N6RhS.

Last column: Löwdin spin population.
Positions of all 61 atoms, in Å:
H -3.183 -3.508 3.786  -0.0026
C 1.503 3.712 -0.222  0.0401
C -3.179 -0.287 3.869  0.2145
H -4.288 2.489 2.609  -0.0025
H -3.457 -2.502 5.210  0.0000
H 4.192 3.766 -3.559  0.0000
C 0.700 -3.376 -2.053  0.0009
C -2.992 0.865 3.090  0.0158
N -0.686 -0.313 0.582  0.5069
C 1.580 -0.570 -0.094  0.0255
N 3.396 4.368 -1.168  0.0087
N -3.824 2.567 -1.356  0.0434
C -1.461 -0.428 1.655  0.0843
H -4.299 2.039 4.316  -0.0001
H 3.031 -2.826 0.428  0.0000
S 0.250 3.459 0.873  0.2235
H 1.953 -0.628 0.931  -0.0001
N 2.615 4.448 -0.082  0.0234
C -2.539 -1.490 3.562  0.0046
H 2.668 -1.805 -3.131  0.0000
Rh -1.021 1.740 -0.203  2.1280
C 0.280 -2.654 0.317  0.0076
C -3.671 2.149 3.438  -0.0069
H -2.928 2.918 3.639  -0.0026
C 2.801 3.597 -2.016  0.0054
C 3.294 3.194 -3.342  0.0012
H 1.930 -0.238 -2.825  0.0000
H -3.832 -0.239 4.729  0.0105
H 0.679 -2.694 1.331  0.0002
C 1.986 -1.273 -2.467  0.0004
H 0.219 -1.886 -3.538  0.0013
C -0.363 -1.184 -1.597  0.0303
H 1.093 1.493 -2.423  0.0008
H 2.553 3.383 -4.118  0.0002
C 2.517 -1.320 -1.035  0.0050
C 0.604 -1.923 -2.515  0.0060
H 1.366 -3.936 -2.708  0.0002
H 3.506 -0.853 -0.993  0.0014
C -2.155 0.772 2.006  0.2074
C 2.622 -2.775 -0.581  0.0004
H -1.338 -1.676 -1.614  -0.0003
H 1.292 -4.441 -0.275  0.0005
H -1.982 1.673 1.353  0.0272
C 0.161 -1.192 -0.138  0.0499
H 0.127 2.795 -2.764  0.0014
H -0.283 -3.848 -2.101  0.0000
H 3.296 -3.322 -1.240  0.0001
H 3.552 2.134 -3.357  0.0002
N 1.602 3.162 -1.468  0.0135
H -4.764 2.850 -1.549  0.0013
H -0.512 -0.142 -1.929  0.0059
C -1.683 -1.559 2.477  0.1461
H 2.894 5.020 0.704  0.0013
C 1.231 -3.405 -0.621  0.0020
H -1.831 -3.062 4.815  -0.0025
C -2.769 -2.705 4.395  -0.0074
H -1.193 -2.492 2.272  0.0062
N 0.640 2.320 -2.016  0.0636
C -2.712 2.275 -1.217  0.1060
H 1.513 0.492 -0.362  0.0012
H -0.703 -3.128 0.290  0.0003

⟨S²⟩	6.0545
charge	+2
2S+1	5
Kohn-Sham gap (spin up / spin down)	8.682 / 6.426	eV
energy relative to the best compared isomer or geometry (same formula, charge and spin)	29.7	kJ/mol

=====

2.
The following is a DFT calculation (ωB97M-V/def2-TZVPD) of a structure of composition C22H32BF3FeN2O6S.

Last column: Löwdin spin population.
Positions of all 68 atoms, in Å:
H -2.644 7.380 1.939  0.0004
O 0.571 -7.264 3.763  0.0001
S 3.518 -1.344 -0.690  0.0020
C 3.313 -5.379 1.662  -0.0001
H -1.655 -2.861 0.138  0.0002
C -1.771 5.278 1.461  0.2536
F 2.467 1.259 -0.412  0.0060
H -0.569 -1.005 -3.006  0.0149
C -2.590 2.073 -2.300  0.0037
O -1.106 -2.853 3.455  0.0000
B -0.687 -4.082 2.713  0.0000
C -0.185 4.163 -2.085  0.0803
C 1.624 -6.700 3.166  0.0000
H -1.216 -6.087 2.234  0.0000
N 3.029 -7.321 3.128  0.0000
H 3.486 -7.105 4.049  0.0000
C -2.665 3.492 -3.117  0.0075
H 0.900 4.373 -2.535  0.0171
C 3.389 0.312 0.256  -0.0003
H -0.678 5.467 1.835  -0.0041
C -1.003 -0.166 -2.277  0.0640
C 0.810 -4.049 2.011  -0.0003
H -3.099 3.231 -4.197  0.0018
C 3.843 -4.122 0.731  0.0000
H -3.712 1.759 -2.040  0.0006
H -2.949 5.983 3.301  0.0644
C -0.420 5.292 -0.920  0.1196
O 2.808 -1.288 -2.084  0.0569
O 5.188 -7.272 1.661  0.0000
H -3.985 5.990 1.727  0.0017
H -2.432 6.293 -0.475  -0.0033
C 0.261 -1.568 0.729  0.0026
H -1.518 -3.150 4.322  0.0000
H -2.733 -1.432 -1.498  0.0022
H -0.113 3.120 -1.558  0.0011
C 1.808 -5.315 2.308  0.0002
C 1.346 -2.804 1.031  0.0010
F 4.730 0.993 0.335  0.0003
H 0.370 5.050 -0.059  0.0191
C -1.777 -0.901 -1.020  0.0111
N -1.657 -5.250 2.676  0.0000
C -1.224 4.239 -3.350  0.0087
H -3.479 4.171 -2.607  0.0037
H -2.869 0.175 -3.583  0.0051
C -2.905 6.260 2.158  0.1722
H -1.445 5.391 -3.557  0.0014
H -1.311 1.284 -4.033  0.0020
O 5.248 -4.255 0.220  0.0000
Fe 1.102 0.210 -2.753  3.7739
H -0.102 6.367 -1.327  0.0066
C 4.035 -6.778 2.121  0.0000
H -0.215 -1.131 1.706  0.0003
H -2.553 4.328 -0.458  0.0114
H -2.051 4.174 1.817  0.0017
C -1.895 5.262 -0.206  0.2308
H -0.658 3.848 -4.316  0.0082
H -2.062 2.192 -1.238  0.0002
C -0.876 -2.138 -0.355  0.0004
H 0.773 -0.653 0.171  0.0012
H -1.897 -5.427 3.693  0.0000
C -1.970 0.816 -3.172  0.0234
F 3.009 -0.055 1.643  0.0002
O 5.053 -1.486 -1.021  0.0083
H -2.199 -0.157 -0.215  0.0021
H -0.139 0.501 -1.805  0.0130
C 2.888 -2.794 0.384  0.0007
H 5.782 -3.762 0.934  0.0000
H -0.338 -2.776 -1.208  0.0000

⟨S²⟩	8.7623
charge	+3
2S+1	6
Kohn-Sham gap (spin up / spin down)	4.655 / 1.962	eV
energy relative to the best compared isomer or geometry (same formula, charge and spin)	1014.4	kJ/mol

=====

3.
The following is a DFT calculation (ωB97M-V/def2-TZVPD) of a structure of composition C22H32BN7O2Pt.

Last column: Mulliken charge in e.
Positions of all 65 atoms, in Å:
H -0.512 -1.452 4.623  0.4376
H -1.246 4.848 0.768  0.4180
H 1.397 -2.673 2.583  0.1017
H 0.044 0.758 3.623  0.2141
H 1.890 -2.152 -2.581  0.1978
H 1.448 -0.011 4.382  0.5327
H -4.907 1.665 -0.221  0.4462
H 2.073 0.939 -4.756  0.4493
Pt -0.033 0.513 0.209  0.6268
H -2.279 -3.316 3.412  0.4554
N -2.919 1.007 -0.022  0.3197
C 1.956 -1.475 -3.436  -1.4243
C 0.180 3.901 -0.523  -1.1390
H 0.676 4.263 2.199  0.4450
N -1.286 -0.805 1.566  -0.3452
H -3.329 -1.896 -2.832  0.4780
H -3.790 4.126 0.284  0.4974
H 3.495 -2.897 0.768  0.2614
C -1.110 -1.583 2.629  0.0123
C -2.131 -2.550 2.667  -1.4498
C 1.058 0.643 -4.479  -1.6604
C 1.080 -0.237 -3.227  1.5763
H 0.445 -3.547 3.779  0.3943
C -0.800 3.858 0.656  0.1134
N -1.739 1.599 0.233  0.2789
C 0.957 -2.605 3.579  -1.2665
C -0.014 -1.419 3.651  0.7525
C 1.821 -1.832 -0.018  0.0172
H 3.000 -1.187 -3.582  0.3797
C -1.933 2.909 0.384  0.5133
H -4.086 -0.871 -0.538  -0.1373
H 0.469 1.548 -4.313  0.3786
H -0.765 3.409 2.794  0.3488
B -2.958 -0.508 -0.327  -0.3653
C -3.879 1.938 -0.037  -0.3201
H 1.292 -0.012 2.630  0.0483
H -0.329 4.151 -1.457  0.3643
H 4.614 -0.704 -0.928  0.3070
N -0.832 -0.244 -1.675  -0.3222
C -0.070 3.503 1.957  -1.0341
C -1.262 -1.389 -3.532  -0.9992
C 4.049 -0.917 -0.021  -0.7677
H 3.462 -2.811 -0.985  0.3482
H -3.803 -2.780 1.198  0.4859
H -1.153 -1.844 -4.504  0.5205
C -2.365 -1.429 -2.704  -0.5292
C -2.910 -2.295 1.561  -0.1953
H 0.460 2.551 1.852  -0.0269
H 1.756 -2.487 4.316  0.4354
C 0.731 -0.090 3.563  -1.3578
C -0.307 -0.635 -2.829  -0.2158
N -2.385 -1.246 0.907  0.3455
H 0.669 2.933 -0.654  0.0606
N 1.735 -0.453 0.119  1.2662
C 3.286 -2.238 -0.076  -0.7299
H 4.740 -0.839 0.817  0.3446
C -3.300 3.167 0.223  -1.3099
O 0.887 -2.598 -0.077  -0.5407
O 3.165 1.338 0.244  -0.6784
C 2.973 0.144 0.131  0.5364
N -2.084 -0.742 -1.585  0.3224
H 1.489 0.349 -2.401  -0.3284
H 0.967 4.636 -0.342  0.3955
H 0.619 0.102 -5.322  0.3194
H 1.631 -2.027 -4.323  0.3969

2S+1	1
Kohn-Sham gap (spin up / spin down)	7.732 / 7.801	eV